(1)
This record from OMol25 describes a cluster of 18 separate species, C43H116N2O18 in total. The level of theory is ωB97M-V with the def2-TZVPD basis set.

Element x y z (Å)
1 C 1.368 0.021 4.186
2 C 0.621 -1.243 3.660
3 C -0.940 -1.044 3.680
4 C -1.471 -0.326 2.386
5 C -1.898 -1.358 1.277
6 C -2.825 -0.653 0.211
7 C -2.835 -1.392 -1.166
8 C -1.689 -0.933 -2.129
9 C -1.969 0.506 -2.656
10 C -1.192 0.845 -3.971
11 C 0.352 1.024 -3.738
12 C 0.793 2.558 -3.789
13 C 2.070 2.789 -2.879
14 C 1.878 4.113 -2.078
15 C 1.282 3.966 -0.638
16 C 0.486 2.663 -0.359
17 C 1.205 1.606 0.537
18 C 2.735 1.417 0.314
19 C 3.132 0.039 -0.324
20 O 3.954 -0.689 0.592
21 C 4.993 -1.348 -0.138
22 C 5.578 -2.583 0.652
23 N 4.877 -2.715 1.946
24 C 5.348 -3.822 -0.219
25 C 5.762 -3.911 -1.577
26 C 5.485 -5.059 -2.313
27 N 4.883 -6.197 -1.934
28 C 4.553 -6.071 -0.645
29 C 4.711 -5.001 0.231
30 H 2.459 -0.185 4.185
31 H 1.114 0.267 5.236
32 H 1.168 0.895 3.533
33 H 0.986 -1.534 2.657
34 H 0.839 -2.066 4.391
35 H -1.478 -1.998 3.844
36 H -1.160 -0.376 4.543
37 H -2.338 0.321 2.624
38 H -0.684 0.310 1.944
39 H -2.470 -2.184 1.738
40 H -0.999 -1.754 0.757
41 H -2.560 0.417 0.114
42 H -3.862 -0.716 0.607
43 H -3.806 -1.170 -1.662
44 H -2.755 -2.480 -0.966
45 H -0.705 -1.042 -1.631
46 H -1.720 -1.607 -3.011
47 H -1.765 1.281 -1.884
48 H -3.054 0.585 -2.888
49 H -1.434 0.060 -4.716
50 H -1.597 1.812 -4.336
51 H 0.559 0.603 -2.727
52 H 0.951 0.422 -4.450
53 H -0.093 3.108 -3.408
54 H 0.971 2.828 -4.845
55 H 2.912 2.883 -3.594
56 H 2.192 1.884 -2.262
57 H 2.892 4.562 -1.960
58 H 1.310 4.870 -2.659
59 H 0.681 4.873 -0.434
60 H 2.123 4.011 0.086
61 H 0.088 2.169 -1.265
62 H -0.426 2.970 0.207
63 H 0.977 1.796 1.602
64 H 0.727 0.626 0.305
65 H 3.206 1.401 1.322
66 H 3.247 2.217 -0.246
67 H 3.689 0.295 -1.256
68 H 2.243 -0.544 -0.649
69 H 5.802 -0.627 -0.387
70 H 4.527 -1.698 -1.084
71 H 6.662 -2.424 0.832
72 H 5.293 -3.491 2.462
73 H 5.081 -1.884 2.503
74 H 6.299 -3.072 -2.041
75 H 5.807 -5.045 -3.372
76 H 4.072 -6.986 -0.206
77 H 4.358 -5.077 1.265
78 C -4.849 0.600 4.609
79 O -4.129 1.816 4.445
80 H -5.289 0.327 3.650
81 H -4.168 -0.191 4.930
82 H -5.636 0.734 5.345
83 H -3.747 2.033 5.302
84 C -5.922 1.210 -3.765
85 O -4.585 1.391 -4.220
86 H -5.919 0.504 -2.936
87 H -6.330 2.166 -3.424
88 H -6.537 0.813 -4.576
89 H -4.617 2.019 -4.952
90 C -5.394 -2.159 -6.076
91 O -5.056 -0.823 -6.432
92 H -6.013 -2.586 -6.864
93 H -4.484 -2.755 -5.968
94 H -5.951 -2.160 -5.136
95 H -4.510 -0.471 -5.718
96 C 1.584 -8.662 -1.440
97 O 2.168 -8.858 -0.157
98 H 1.594 -7.599 -1.666
99 H 2.165 -9.199 -2.194
100 H 0.552 -9.022 -1.441
101 H 2.149 -9.805 0.019
102 C 3.441 0.532 8.059
103 O 3.110 0.037 6.765
104 H 2.790 1.374 8.282
105 H 3.291 -0.248 8.809
106 H 4.481 0.867 8.078
107 H 3.696 -0.706 6.585
108 C -6.336 4.532 -6.983
109 O -5.512 3.698 -6.166
110 H -6.463 4.052 -7.952
111 H -7.310 4.665 -6.516
112 H -5.853 5.503 -7.123
113 H -5.409 4.136 -5.314
114 C -9.956 4.960 -8.178
115 O -9.299 4.709 -6.940
116 H -9.950 6.033 -8.360
117 H -9.429 4.455 -8.992
118 H -10.989 4.608 -8.135
119 H -9.315 3.755 -6.798
120 C -4.319 1.377 8.194
121 O -5.037 0.379 7.474
122 H -3.465 1.689 7.595
123 H -4.962 2.241 8.381
124 H -3.961 0.972 9.143
125 H -5.786 0.117 8.020
126 C 0.584 -4.470 6.250
127 O 1.584 -3.811 7.019
128 H 0.100 -5.218 6.875
129 H -0.161 -3.744 5.913
130 H 1.043 -4.962 5.389
131 H 1.998 -3.155 6.447
132 C -6.875 -4.362 -2.776
133 O -6.154 -3.150 -2.961
134 H -7.300 -4.659 -3.733
135 H -6.203 -5.148 -2.422
136 H -7.681 -4.213 -2.054
137 H -5.785 -2.903 -2.105
138 C 9.308 -0.378 1.513
139 O 7.907 -0.636 1.550
140 H 9.835 -1.329 1.459
141 H 9.556 0.221 0.633
142 H 9.616 0.153 2.418
143 H 7.459 0.217 1.598
144 C 2.970 0.569 -7.242
145 O 3.183 0.855 -5.864
146 H 2.615 1.474 -7.731
147 H 3.906 0.251 -7.708
148 H 2.219 -0.217 -7.350
149 H 3.496 0.044 -5.450
150 C -6.814 0.656 0.762
151 O -7.522 -0.348 0.040
152 H -5.953 0.974 0.178
153 H -7.471 1.514 0.930
154 H -6.467 0.251 1.715
155 H -8.276 -0.611 0.577
156 C -0.725 3.569 5.322
157 O -1.743 4.147 4.523
158 H -0.250 4.349 5.914
159 H -1.161 2.821 5.992
160 H 0.017 3.098 4.671
161 H -2.133 3.420 4.020
162 C 4.734 2.404 3.730
163 O 5.504 2.627 2.553
164 H 4.793 1.350 3.995
165 H 5.133 3.006 4.551
166 H 3.690 2.671 3.546
167 H 5.434 3.564 2.341
168 C 1.216 6.410 2.353
169 O 1.981 6.644 1.174
170 H 1.287 5.354 2.605
171 H 1.610 7.005 3.181
172 H 0.169 6.668 2.180
173 H 1.907 7.581 0.965
174 C 9.330 -3.524 -0.590
175 O 10.702 -3.336 -0.923
176 H 9.269 -4.205 0.257
177 H 8.880 -2.565 -0.315
178 H 8.794 -3.955 -1.438
179 H 10.736 -2.733 -1.672

Computed properties:
- energy (hartree) = -3171.38239
- charge = 0
- Kohn-Sham gap (Ha) = 0.347
- molecular weight (g/mol) = 949.40
- HOMO (eV) = -9.07

---

(2)
This record from OMol25 describes a structure of composition C43H27Cl2N3OPdS2. The level of theory is ωB97M-V with the def2-TZVPD basis set.

Element x y z (Å)
1 Pd 0.153 1.003 0.420
2 Cl 0.888 5.790 -0.210
3 C 1.387 4.846 1.144
4 C 1.937 5.469 2.258
5 C 2.369 4.733 3.338
6 Cl 3.106 5.552 4.669
7 C 2.218 3.334 3.366
8 C 2.676 2.492 4.400
9 C 2.438 1.141 4.330
10 C 1.678 0.639 3.269
11 N 1.265 1.399 2.273
12 C 1.568 2.718 2.261
13 C 1.207 3.452 1.072
14 O 0.770 2.873 0.011
15 H 2.052 6.541 2.256
16 H 3.211 2.921 5.235
17 H 2.814 0.468 5.085
18 H 1.398 -0.408 3.234
19 S 5.446 -0.560 -2.153
20 C 6.737 -1.411 -2.901
21 C 6.660 -2.751 -2.688
22 C 5.546 -3.116 -1.912
23 C 4.767 -2.046 -1.533
24 C 3.544 -2.035 -0.784
25 C 2.873 -0.825 -0.520
26 N 1.718 -0.746 0.092
27 C 1.096 -1.887 0.528
28 C 1.723 -3.158 0.360
29 C 1.036 -4.303 0.874
30 C -0.158 -4.197 1.498
31 C -0.824 -2.938 1.648
32 C -2.042 -2.782 2.278
33 C -2.640 -1.500 2.369
34 C -1.966 -0.445 1.748
35 N -0.797 -0.568 1.149
36 C -0.173 -1.786 1.108
37 C -3.870 -1.273 3.070
38 C -4.525 -0.087 3.319
39 C -5.692 -0.245 4.085
40 C -5.935 -1.539 4.421
41 S -4.732 -2.602 3.804
42 C 2.934 -3.217 -0.303
43 H 7.472 -0.858 -3.453
44 H 7.373 -3.456 -3.077
45 H 5.331 -4.136 -1.646
46 H 3.312 0.115 -0.843
47 H 1.507 -5.265 0.748
48 H -0.651 -5.076 1.888
49 H -2.549 -3.632 2.712
50 H -2.405 0.548 1.739
51 H -4.184 0.872 2.973
52 H -6.326 0.573 4.381
53 H -6.743 -1.948 4.993
54 H 3.410 -4.171 -0.462
55 C -2.323 -2.194 -5.431
56 C -1.013 -2.438 -5.051
57 C -0.493 -1.799 -3.945
58 C -1.260 -0.890 -3.211
59 C -2.573 -0.643 -3.612
60 C -3.096 -1.297 -4.714
61 C -0.642 -0.337 -2.006
62 C -0.854 0.798 -1.330
63 C -1.644 1.957 -1.720
64 C -1.693 2.397 -3.049
65 C -2.433 3.509 -3.399
66 C -3.106 4.230 -2.427
67 C -3.028 3.839 -1.099
68 C -2.314 2.711 -0.747
69 H -2.743 -2.711 -6.280
70 H -0.404 -3.136 -5.607
71 H 0.526 -1.993 -3.637
72 H -3.187 0.043 -3.048
73 H -4.120 -1.118 -5.009
74 H 0.105 -1.025 -1.616
75 H -1.141 1.857 -3.802
76 H -2.478 3.818 -4.433
77 H -3.683 5.099 -2.703
78 H -3.534 4.419 -0.341
79 H -2.272 2.396 0.299

Computed properties:
- energy (hartree) = -3738.97402
- charge = 0
- Kohn-Sham gap (Ha) = 0.206
- molecular weight (g/mol) = 843.17
- HOMO (eV) = -6.88
- energy relative to the best compared isomer or geometry (same formula, charge and spin) (kJ/mol) = 110.2

---

(3)
This record from OMol25 describes a structure of composition C43H28CrN9O5. The level of theory is ωB97M-V with the def2-TZVPD basis set.

Element x y z (Å)
1 Cr 0.243 -0.090 -0.016
2 C 3.813 -0.681 -3.191
3 C 3.922 -1.930 -2.724
4 C 2.871 -2.731 -2.131
5 C 1.554 -2.530 -2.265
6 C 0.543 -3.184 -1.438
7 N -0.670 -2.860 -1.746
8 C -0.509 -1.818 -2.677
9 N -1.672 -1.173 -3.029
10 C -2.277 -0.476 -2.174
11 C -3.571 0.178 -2.428
12 C -4.450 0.105 -3.489
13 C -5.615 0.859 -3.390
14 C -5.881 1.643 -2.269
15 C -4.985 1.709 -1.206
16 C -3.831 0.960 -1.321
17 C -2.679 0.793 -0.421
18 N -2.673 1.567 0.708
19 C -1.814 1.324 1.635
20 N -0.839 0.365 1.608
21 C -0.370 0.171 2.862
22 N 0.327 -0.842 3.281
23 C 0.546 -1.891 2.448
24 N 0.452 -1.979 1.129
25 C 0.756 -3.366 0.806
26 N 0.856 -3.928 -0.323
27 C 1.052 -4.083 2.062
28 C 1.374 -5.403 2.309
29 C 1.590 -5.760 3.636
30 C 1.480 -4.826 4.666
31 C 1.143 -3.503 4.405
32 C 0.934 -3.163 3.081
33 C -0.896 1.241 3.741
34 C -0.658 1.550 5.063
35 C -1.351 2.636 5.593
36 C -2.264 3.355 4.826
37 C -2.517 3.018 3.498
38 C -1.804 1.961 2.973
39 N -1.790 -0.065 -0.878
40 C 0.784 -1.502 -2.994
41 C 2.647 0.246 -3.312
42 H 4.735 -0.235 -3.555
43 H 4.911 -2.374 -2.731
44 H 3.183 -3.559 -1.501
45 H -4.231 -0.501 -4.357
46 H -6.331 0.840 -4.201
47 H -6.801 2.212 -2.229
48 H -5.173 2.320 -0.335
49 H 1.452 -6.120 1.504
50 H 1.846 -6.783 3.878
51 H 1.656 -5.143 5.686
52 H 1.044 -2.769 5.192
53 H 0.037 0.973 5.658
54 H -1.183 2.926 6.622
55 H -2.789 4.188 5.274
56 H -3.234 3.562 2.899
57 H 2.956 1.224 -2.925
58 O 1.515 -0.223 -1.262
59 C 1.305 -0.098 -2.661
60 C 0.344 1.055 -2.937
61 C -0.037 1.278 -4.249
62 C -0.825 2.363 -4.585
63 C -1.240 3.278 -3.625
64 C -0.881 3.061 -2.317
65 C -0.116 1.940 -1.921
66 O 0.076 1.763 -0.633
67 N -1.225 2.551 -5.974
68 O -1.915 3.520 -6.240
69 O -0.933 1.684 -6.778
70 H 2.470 0.409 -4.381
71 H 0.258 0.583 -5.025
72 H -1.844 4.125 -3.914
73 H -1.210 3.732 -1.534
74 C 3.094 1.790 2.696
75 C 3.562 0.321 2.719
76 C 3.130 -0.186 1.352
77 O 1.888 0.488 1.142
78 C 2.097 1.853 1.527
79 H 3.927 2.468 2.516
80 H 2.631 2.077 3.638
81 H 3.033 -0.235 3.494
82 H 4.632 0.216 2.887
83 H 2.960 -1.257 1.278
84 H 3.828 0.111 0.561
85 H 1.128 2.281 1.771
86 H 2.499 2.398 0.670

Computed properties:
- energy (hartree) = -3568.82706
- charge = 0
- Kohn-Sham gap (spin up / spin down) (Ha) = 0.211 / 0.211
- molecular weight (g/mol) = 802.75
- HOMO (spin up / spin down) (eV) = -7.65 / -7.65
- ⟨S²⟩ = 0.7602
- 2S+1 = 2

---

(4)
This record from OMol25 describes a structure of composition C43H29F9N5O5PSc. The level of theory is ωB97M-V with the def2-TZVPD basis set.

Element x y z (Å)
1 Sc -0.013 1.378 -1.161
2 O -2.224 5.133 -0.737
3 C -1.916 3.865 -0.812
4 O -0.855 3.401 -0.429
5 C -3.000 3.008 -1.400
6 O -2.544 1.672 -1.373
7 C -2.448 1.041 -2.660
8 C -1.516 1.849 -3.591
9 O -1.783 1.986 -4.756
10 O -0.464 2.253 -2.942
11 H -1.479 5.638 -0.370
12 H -3.219 3.357 -2.413
13 H -3.908 3.113 -0.802
14 H -3.439 0.887 -3.092
15 H -1.366 -0.587 -3.192
16 C 2.048 3.138 2.372
17 C 3.421 3.137 2.091
18 C 3.841 2.714 0.862
19 C 2.908 2.254 -0.094
20 N 1.586 2.264 0.183
21 C 1.190 2.717 1.397
22 N 3.429 1.826 -1.276
23 C 2.852 1.002 -2.090
24 N 1.649 0.334 -1.956
25 C 1.611 -0.613 -3.016
26 N 0.771 -1.560 -3.096
27 C 0.133 -2.614 -3.072
28 C -1.052 -2.912 -3.851
29 C -2.343 -2.905 -3.495
30 C -2.910 -2.349 -2.274
31 C -2.644 -1.156 -1.752
32 N -1.746 -0.194 -2.331
33 C 2.754 -0.425 -3.900
34 C 3.145 -1.056 -5.069
35 C 4.335 -0.638 -5.647
36 C 5.108 0.371 -5.071
37 C 4.714 0.990 -3.894
38 C 3.521 0.577 -3.327
39 H 1.660 3.483 3.320
40 H 4.135 3.474 2.831
41 H 4.882 2.700 0.576
42 H 0.124 2.738 1.569
43 H -0.786 -3.370 -4.801
44 H -3.046 -3.378 -4.170
45 H -3.681 -2.931 -1.781
46 H -3.169 -0.797 -0.879
47 H 2.547 -1.838 -5.519
48 H 4.671 -1.101 -6.565
49 H 6.030 0.671 -5.552
50 H 5.307 1.766 -3.430
51 F -1.570 -6.759 0.363
52 C -2.487 -5.825 0.072
53 F -2.733 -5.909 -1.250
54 F -3.618 -6.149 0.712
55 C -2.003 -4.445 0.434
56 C -0.839 -3.979 -0.166
57 C -0.403 -2.700 0.108
58 C -1.122 -1.878 0.978
59 C -2.264 -2.364 1.599
60 C -2.707 -3.652 1.322
61 P -0.438 -0.204 1.190
62 C 1.067 -0.586 2.142
63 C 2.295 -0.545 1.489
64 C 3.456 -0.897 2.160
65 C 3.386 -1.297 3.485
66 C 2.161 -1.384 4.134
67 C 1.003 -1.037 3.460
68 C 4.650 -1.692 4.204
69 F 4.528 -1.554 5.533
70 F 5.692 -0.940 3.811
71 F 4.967 -2.974 3.958
72 C -1.575 0.704 2.287
73 C -1.152 1.349 3.447
74 C -2.025 2.155 4.164
75 C -3.328 2.322 3.725
76 C -3.766 1.686 2.571
77 C -2.891 0.889 1.855
78 C -4.264 3.246 4.459
79 F -4.257 4.470 3.892
80 F -5.527 2.801 4.424
81 F -3.914 3.398 5.741
82 H -0.292 -4.600 -0.863
83 H 0.496 -2.334 -0.375
84 H -2.821 -1.753 2.298
85 H -3.602 -4.031 1.796
86 H 2.351 -0.251 0.449
87 H 4.412 -0.853 1.655
88 H 2.115 -1.721 5.161
89 H 0.050 -1.126 3.965
90 H -0.134 1.238 3.794
91 H -1.691 2.649 5.067
92 H -4.789 1.811 2.240
93 H -3.237 0.410 0.948

Computed properties:
- energy (hartree) = -4306.87255
- charge = +1
- Kohn-Sham gap (Ha) = 0.240
- molecular weight (g/mol) = 942.65
- HOMO (eV) = -9.75
- energy relative to the best compared isomer or geometry (same formula, charge and spin) (kJ/mol) = 0.2